Below is 7 unconnected molecules or ions with the total composition C18H42F6N6O6P, with properties calculated with wB97M-V/def2-TZVPD.

XYZ file:
```
79
C18H42F6N6O6P | the OMol25 dataset | wB97M-V/def2-TZVPD
P -0.087 -0.704 0.143
F -1.602 -1.164 0.558
F -0.451 -0.915 -1.485
F -0.657 0.847 0.177
F 1.355 -0.227 -0.394
F 0.523 -0.769 1.642
F 0.483 -2.238 0.040
C 4.545 3.108 1.490
O 4.635 2.756 0.336
N 3.600 2.694 2.371
C 3.625 3.197 3.735
C 2.535 1.762 2.060
H 5.356 3.725 1.910
H 4.334 4.011 3.871
H 3.813 2.428 4.488
H 2.600 3.493 3.967
H 2.159 1.913 1.050
H 2.831 0.779 2.424
H 1.644 2.014 2.641
C -1.210 -3.883 -2.739
O -0.558 -3.690 -3.770
N -2.436 -4.487 -2.696
C -3.055 -4.804 -1.410
C -3.075 -5.178 -3.830
H -0.856 -3.625 -1.730
H -2.881 -5.874 -1.267
H -4.107 -4.528 -1.448
H -2.535 -4.340 -0.573
H -2.909 -4.565 -4.715
H -2.624 -6.163 -3.967
H -4.136 -5.387 -3.707
C -1.494 -0.619 6.544
O -1.606 0.478 7.065
N -1.358 -0.816 5.243
C -1.483 0.254 4.245
C -0.981 -2.136 4.666
H -1.524 -1.532 7.161
H -2.077 1.107 4.565
H -1.807 -0.195 3.306
H -0.456 0.539 4.008
H -1.829 -2.770 4.413
H -0.314 -2.000 3.816
H -0.375 -2.554 5.471
C -2.946 2.917 1.853
O -2.814 3.606 2.875
N -3.959 3.066 0.989
C -4.063 2.341 -0.267
C -4.819 4.241 1.110
H -2.162 2.187 1.603
H -5.077 1.989 -0.449
H -3.369 1.501 -0.319
H -3.624 2.959 -1.055
H -4.722 4.799 2.037
H -4.498 4.842 0.256
H -5.852 3.928 0.958
C 1.272 2.469 -4.921
O 1.531 1.251 -5.051
N 0.821 2.931 -3.737
C 0.469 4.312 -3.619
C 0.662 2.122 -2.488
H 1.380 3.256 -5.681
H 1.004 4.803 -2.801
H -0.561 4.421 -3.265
H 0.602 4.953 -4.489
H -0.375 2.159 -2.150
H 0.801 1.061 -2.690
H 1.295 2.487 -1.681
C 2.330 -2.314 -2.705
O 1.962 -2.190 -3.833
N 3.512 -2.784 -2.311
C 3.739 -2.971 -0.876
C 4.517 -3.225 -3.223
H 1.674 -2.074 -1.854
H 3.930 -4.041 -0.785
H 2.891 -2.630 -0.283
H 4.492 -2.268 -0.513
H 4.624 -2.526 -4.051
H 5.494 -3.269 -2.739
H 4.286 -4.251 -3.522
```

The LUMO energy comes out at 0.0916 hartree. The total charge is -1. As for the orbital gap: 8.4 eV. The HOMO energy comes out at -5.94 eV. Its multiplicity is 1.

Charges computed using Mulliken, reported in e:
1. P 1.510
2. F -0.425
3. F -0.393
4. F -0.259
5. F -0.189
6. F -0.472
7. F -0.464
8. C 0.030
9. O -0.549
10. N 0.244
11. C -0.913
12. C -0.620
13. H 0.277
14. H 0.321
15. H 0.300
16. H 0.308
17. H -0.006
18. H 0.373
19. H 0.191
20. C 0.597
21. O -0.652
22. N 0.071
23. C -0.900
24. C -0.933
25. H -0.033
26. H 0.378
27. H 0.289
28. H 0.245
29. H 0.301
30. H 0.313
31. H 0.317
32. C 0.059
33. O -0.604
34. N 0.168
35. C -0.975
36. C -0.904
37. H 0.339
38. H 0.366
39. H 0.235
40. H 0.376
41. H 0.196
42. H 0.263
43. H 0.455
44. C 0.249
45. O -0.690
46. N 0.032
47. C -0.787
48. C -0.953
49. H 0.319
50. H 0.294
51. H 0.194
52. H 0.315
53. H 0.313
54. H 0.328
55. H 0.291
56. C 0.135
57. O -0.582
58. N 0.276
59. C -0.891
60. C -0.833
61. H 0.245
62. H 0.309
63. H 0.276
64. H 0.299
65. H 0.249
66. H 0.113
67. H 0.334
68. C 0.281
69. O -0.608
70. N 0.144
71. C -0.690
72. C -1.065
73. H 0.164
74. H 0.382
75. H 0.048
76. H 0.308
77. H 0.283
78. H 0.380
79. H 0.307

=====

Below is a molecular structure, C18H42FN3O9Pt, with properties calculated with wB97M-V/def2-TZVPD.

XYZ file:
```
74
C18H42FN3O9Pt | the OMol25 dataset | wB97M-V/def2-TZVPD
Pt 3.439 12.031 -22.662
C 9.142 13.279 -25.505
N 8.320 12.608 -24.288
C 7.278 13.648 -23.705
C 7.647 11.386 -24.979
C 9.340 12.348 -23.114
C 8.919 11.582 -21.847
O 8.447 10.277 -22.214
H 9.835 12.552 -25.930
H 9.732 14.097 -25.091
H 8.430 13.512 -26.297
H 6.486 13.044 -23.262
H 6.816 14.303 -24.444
H 7.800 14.154 -22.893
H 6.764 11.031 -24.446
H 8.425 10.627 -25.060
H 7.343 11.821 -25.931
H 9.742 13.324 -22.841
H 10.080 11.706 -23.592
H 8.130 12.157 -21.363
H 9.895 11.520 -21.366
H 7.589 10.172 -21.796
C 2.674 8.525 -25.097
N 3.853 7.705 -24.426
C 4.033 6.343 -25.073
C 5.083 8.618 -24.585
C 3.690 7.523 -22.896
C 4.736 6.715 -22.212
O 6.049 7.305 -22.231
H 1.756 8.057 -24.741
H 2.821 8.230 -26.136
H 2.765 9.610 -25.035
H 3.212 5.697 -24.764
H 4.993 5.938 -24.752
H 3.864 6.516 -26.136
H 5.287 9.076 -25.554
H 5.992 8.018 -24.536
H 4.966 9.488 -23.939
H 2.702 7.064 -22.852
H 3.504 8.530 -22.522
H 4.718 5.684 -22.566
H 4.607 6.639 -21.132
H 6.015 8.165 -21.808
C 5.056 10.582 -21.218
O 5.952 9.719 -21.192
O 5.328 11.759 -21.482
O 3.862 10.450 -21.281
C -0.684 12.379 -23.607
C 0.675 12.576 -23.220
C 0.761 12.636 -21.624
O 2.141 13.118 -21.381
C 2.543 13.177 -20.045
N 1.424 11.416 -23.741
H -0.722 12.181 -24.678
H -1.072 13.397 -23.594
H -1.326 11.715 -23.028
H 1.000 13.513 -23.672
H 0.651 11.644 -21.184
H -0.006 13.339 -21.301
H 1.997 13.822 -19.356
H 3.613 13.351 -19.929
H 2.307 12.246 -19.531
H 0.892 10.558 -23.778
H 1.646 11.477 -24.724
C 8.214 9.014 -18.921
C 7.130 7.858 -18.828
O 6.803 7.915 -17.474
C 7.835 8.450 -16.756
O 7.989 8.229 -15.553
O 8.614 9.229 -17.534
F 7.277 6.626 -19.385
H 7.878 9.966 -19.330
H 9.076 8.644 -19.478
H 6.381 8.292 -19.490
```

The LUMO energy (spin up / spin down) comes out at -0.2330 / -0.2707 hartree. The total charge is +2. As for the orbital gap (spin up / spin down): 7.6 / 6.6 eV. The HOMO energy (spin up / spin down) comes out at -13.92 / -13.92 eV. Its multiplicity is 3.

Charges computed using Mulliken, reported in e:
1. Pt 1.651
2. C -0.889
3. N 0.157
4. C -0.848
5. C -0.456
6. C -1.165
7. C -0.054
8. O -0.455
9. H 0.397
10. H 0.378
11. H 0.414
12. H 0.332
13. H 0.341
14. H 0.316
15. H -0.166
16. H 0.370
17. H 0.478
18. H 0.485
19. H 0.485
20. H 0.293
21. H 0.391
22. H 0.068
23. C -0.834
24. N 0.106
25. C -0.877
26. C -1.125
27. C -0.288
28. C -0.815
29. O -0.509
30. H 0.425
31. H 0.364
32. H 0.175
33. H 0.363
34. H 0.415
35. H 0.330
36. H 0.547
37. H 0.473
38. H 0.138
39. H 0.478
40. H 0.332
41. H 0.489
42. H 0.390
43. H 0.208
44. C 0.508
45. O -0.166
46. O -0.811
47. O -0.990
48. C -1.708
49. C 0.428
50. C -0.713
51. O -0.541
52. C -0.827
53. N -0.739
54. H 0.464
55. H 0.482
56. H 0.382
57. H 0.365
58. H 0.315
59. H 0.527
60. H 0.396
61. H 0.324
62. H 0.324
63. H 0.224
64. H 0.412
65. C -0.117
66. C 1.187
67. O -0.333
68. C 0.569
69. O -0.528
70. O -0.353
71. F -0.283
72. H 0.073
73. H 0.268
74. H -0.446

=====

Below is 3 unconnected molecules or ions with the total composition C18H42N4O4P, with properties calculated with wB97M-V/def2-TZVPD.

XYZ file:
```
69
C18H42N4O4P | the OMol25 dataset | wB97M-V/def2-TZVPD
C 4.461 2.092 0.013
C 2.961 2.279 0.274
O 2.192 2.373 -0.926
C 2.385 1.179 1.158
N 2.377 -0.094 0.446
C 1.785 -1.186 1.200
C 0.287 -1.198 0.964
O 0.062 -1.602 -0.372
C -1.173 -1.258 -0.960
C -1.288 0.266 -1.147
C -2.306 0.915 -0.234
N -3.650 0.324 -0.524
P -5.179 1.173 0.142
C -5.321 2.404 -1.187
C -4.486 2.204 1.493
C -3.711 -1.141 -0.155
C -2.373 -1.904 -0.226
H 4.880 1.303 0.639
H 5.030 2.997 0.208
H 4.633 1.820 -1.031
H 2.782 3.237 0.765
H 2.433 1.627 -1.492
H 1.356 1.461 1.402
H 2.953 1.109 2.098
H 3.320 -0.329 0.164
H 2.199 -2.137 0.861
H 1.969 -1.092 2.280
H -0.214 -1.866 1.675
H -0.080 -0.178 1.138
H -1.111 -1.705 -1.951
H -1.555 0.501 -2.182
H -0.305 0.709 -0.965
H -2.365 1.988 -0.421
H -2.083 0.742 0.816
H -3.756 0.391 -1.538
H -5.575 1.919 -2.132
H -4.449 3.048 -1.314
H -6.169 3.034 -0.902
H -3.502 1.896 1.830
H -5.171 2.109 2.336
H -4.432 3.251 1.195
H -4.103 -1.172 0.862
H -4.475 -1.582 -0.796
H -2.579 -2.849 -0.726
H -2.080 -2.167 0.787
C -5.587 -3.915 -0.641
O -6.165 -3.067 -1.301
N -6.132 -4.632 0.351
C -5.373 -5.608 1.107
C -7.542 -4.429 0.658
H -4.523 -4.159 -0.809
H -5.805 -6.604 0.998
H -5.359 -5.350 2.167
H -4.349 -5.636 0.740
H -8.158 -4.649 -0.213
H -7.726 -3.394 0.947
H -7.822 -5.088 1.475
C 8.342 1.656 0.025
O 7.465 1.981 0.805
N 9.087 2.525 -0.683
C 10.123 2.088 -1.596
C 8.838 3.946 -0.514
H 8.606 0.603 -0.166
H 11.097 2.478 -1.294
H 9.914 2.424 -2.613
H 10.172 1.001 -1.593
H 8.989 4.242 0.524
H 7.812 4.193 -0.788
H 9.523 4.502 -1.150
```

The LUMO energy comes out at -0.0789 hartree. The total charge is +1. As for the orbital gap: 8.6 eV. The HOMO energy comes out at -10.77 eV. Its multiplicity is 1.

Charges computed using Mulliken, reported in e:
1. C -1.208
2. C -0.023
3. O -0.603
4. C -0.717
5. N -0.140
6. C -1.227
7. C 0.102
8. O -0.405
9. C 0.133
10. C -1.023
11. C -0.831
12. N 0.144
13. P 0.208
14. C -1.173
15. C -0.880
16. C -0.829
17. C -0.521
18. H 0.325
19. H 0.311
20. H 0.277
21. H 0.437
22. H 0.389
23. H 0.303
24. H 0.423
25. H 0.297
26. H 0.500
27. H 0.403
28. H 0.305
29. H -0.074
30. H 0.431
31. H 0.427
32. H 0.267
33. H 0.431
34. H 0.639
35. H 0.470
36. H 0.371
37. H 0.380
38. H 0.410
39. H 0.263
40. H 0.392
41. H 0.333
42. H 0.470
43. H 0.425
44. H 0.140
45. H 0.212
46. C 0.130
47. O -0.679
48. N 0.104
49. C -0.953
50. C -0.941
51. H 0.335
52. H 0.364
53. H 0.352
54. H 0.320
55. H 0.305
56. H 0.292
57. H 0.398
58. C 0.124
59. O -0.594
60. N 0.104
61. C -0.913
62. C -0.899
63. H 0.297
64. H 0.338
65. H 0.341
66. H 0.284
67. H 0.299
68. H 0.244
69. H 0.386

=====

Asked for calculated total energy across the records above, the calculation gives -2431.84274; -1770.85802; -1572.13521 hartree in order.
Asked for strongest force on any atom across the records above, the calculation gives 4.07; 8.87; 0.39 eV/Å in order.